Version one
Computed, not measured: a single C7H10O2 molecule, with the ωB97M-V functional and the def2-TZVPD basis.

Element x y z (Å)
C -1.1865 -0.3252 0.0843
H -0.0510 -1.1830 1.7914
O -2.8503 1.3098 0.5186
H 1.1964 -1.5791 -1.1125
C 0.0002 0.5746 0.4156
C -2.4940 0.3518 -0.1090
C 1.8091 -1.0576 -0.3772
H 1.7636 -1.6151 0.5569
O -3.2910 -0.1766 -1.0634
H 2.8366 -1.0626 -0.7303
C 2.0749 1.3907 -0.5502
H -1.0007 -1.1964 -0.5320
C 1.3325 0.3518 -0.1885
C -0.5886 -0.3059 1.4673
H -0.2652 1.6223 0.4997
H 3.0520 1.2665 -0.9837
H 1.7351 2.4041 -0.4223
H -1.1749 0.1714 2.2377
H -2.8981 -0.9416 -1.5024

## Properties
HOMO energy in eV: -9.3
HOMO-LUMO gap in Eh: 0.3635

Version two
Computed, not measured: a single C7H10O2 molecule, with the ωB97M-V functional and the def2-TZVPD basis.

Element x y z (Å)
C 0.6088 -1.1503 -0.3464
C 1.4041 1.2185 -0.1687
H 1.7925 -0.0768 -1.8647
H 1.2848 2.1237 -0.8357
H 0.7621 -0.8542 1.9166
H -2.2347 1.0382 -0.7087
H -2.2728 -1.5554 0.2010
O -0.6862 2.2232 0.4839
C -1.9457 -0.3815 0.1121
C -0.5387 -0.1305 0.1705
H 0.5037 -2.0701 -1.0255
O -2.5435 0.2045 -0.9727
H -2.1230 0.5117 1.0265
H 2.7018 -0.4140 -0.3942
H 2.1012 1.4000 0.6364
C 1.6447 -0.1183 -0.8015
C -0.0115 1.2338 0.2362
C 0.1233 -1.1362 1.0737
H -0.5708 -2.0661 1.2611

## Properties
HOMO energy in eV: -9.3
HOMO-LUMO gap in Eh: 0.3722

Which structure is most stable? version one, by 64.6 kcal/mol over the runner-up.

Version one
Computed, not measured: a single C7H10O2 molecule, with the ωB97M-V functional and the def2-TZVPD basis.

Element x y z (Å)
C -0.8210 -1.3471 0.1661
H 2.7245 0.5999 0.7894
C -0.5913 0.6362 -0.5587
H 0.9038 -1.8954 1.2965
H -2.4048 -0.4991 -1.0376
H -1.2459 -1.8721 1.9530
H 1.0261 -2.2356 -0.4852
H -0.5071 2.6596 0.0806
H -0.9042 -0.9827 -1.9573
H 2.0128 2.0613 0.1020
O 1.5103 0.0886 -1.6118
C -1.3176 -0.5897 -1.0266
C 1.0390 0.2351 -0.4648
C 1.7793 1.0932 0.5471
C -1.1106 1.8334 -0.2798
O -1.6854 -1.4483 1.1991
C 0.5553 -1.6417 0.2967
H 1.1963 1.2526 1.4569
H -2.1594 2.0519 -0.4657

## Properties
HOMO energy in eV: -8.4
HOMO-LUMO gap in Eh: 0.3127

Version two
Computed, not measured: a single C7H10O2 molecule, with the ωB97M-V functional and the def2-TZVPD basis.

Element x y z (Å)
C -1.1382 -0.3256 0.0634
H 2.9007 -1.0583 -0.6452
H 1.2829 -1.6893 -0.9450
H -0.0296 -1.2491 1.7622
H -0.2589 1.6305 0.5842
H 2.9847 1.2586 -1.1102
H -0.9826 -1.1505 -0.6191
H 1.8864 -1.5421 0.7083
H -1.2304 0.0299 2.2392
C -2.5179 0.3897 -0.0743
O -2.9203 1.2282 0.6837
O -3.2970 -0.0111 -1.1092
H 1.5966 2.3603 -0.6621
C 1.9948 1.3597 -0.6961
H -2.8675 -0.6841 -1.6521
C 1.3308 0.3224 -0.2019
C -0.5950 -0.3789 1.4674
C -0.0180 0.5802 0.4805
C 1.8786 -1.0704 -0.2735

## Properties
HOMO energy in eV: -9.4
HOMO-LUMO gap in Eh: 0.3655

Which structure is most stable? version two, by 60.4 kcal/mol over the runner-up.

Version one
Computed, not measured: 2 unconnected molecules or ions with the total composition C12H17N, with the ωB97M-V functional and the def2-TZVPD basis.

Element x y z (Å)
C 1.1541 -0.3446 -0.7917
H 0.2006 -0.5844 -3.7305
C 1.4559 1.6838 -1.7131
H 1.2602 2.5397 -2.3413
C 1.1633 -0.1851 -3.4212
H -3.1878 2.3144 1.0857
H -3.1108 -1.9462 0.9486
H -4.1412 1.5041 2.3262
H -4.1568 0.3340 -0.0094
C 1.1818 0.3891 -2.0474
C -3.3520 0.2268 0.7161
C 0.9302 -1.6905 -0.4902
H 0.6178 -2.4721 -1.1642
C -3.4551 -1.0932 1.5351
C 1.1497 -1.1090 1.8941
H 1.9382 -0.9533 -3.4881
C -3.2796 1.3808 1.6793
H 1.0761 -1.4108 2.9254
C 0.8236 -2.0049 0.8627
H 2.1739 2.5110 0.1462
C 1.4840 0.6053 0.2397
H -2.8131 -1.0994 2.4235
H 1.6982 0.9374 2.3263
H 0.4367 -2.9618 1.1900
N 1.6732 1.8144 -0.3587
H -4.4301 -1.2727 1.9945
H -2.3221 1.4273 2.2008
C 1.4301 0.2042 1.5677
H -2.4577 0.0541 0.1119
H 1.5291 0.5332 -4.1595

## Properties
HOMO energy in eV: -7.9
HOMO-LUMO gap in Eh: 0.3234

Version two
Computed, not measured: 2 unconnected molecules or ions with the total composition C12H17N, with the ωB97M-V functional and the def2-TZVPD basis.

Element x y z (Å)
H 0.9547 -0.3210 1.4924
C -0.8270 -0.2942 -1.3599
C 0.3163 -1.3807 -3.0890
H 2.6249 -0.9222 1.2266
C -1.5704 -2.4550 -2.1878
H -0.6712 2.6455 -0.7707
H 2.9149 0.2097 3.2818
H 1.5200 1.9636 4.1499
C -0.6253 1.8433 0.0153
H -3.4205 -1.7806 -0.1776
H -2.1462 -3.3883 -2.2008
C -1.3563 0.6317 -0.4352
H 0.3221 1.6380 0.4217
H 1.2025 -1.2598 -3.8391
H -0.4066 -3.2557 -3.7221
H 0.8813 0.5298 -2.0711
C 1.9207 -0.0171 1.2624
H 1.8962 0.5061 0.3687
C 1.2987 1.6638 3.0701
H 3.3547 1.5009 2.1664
N -2.9046 -1.0804 -0.6374
C 0.2209 -0.2327 -2.1910
C -2.5478 0.1591 0.0126
H -3.2991 0.3629 0.7849
C 2.4209 0.9042 2.3563
H 0.8610 2.4835 2.4891
C -1.8301 -1.3382 -1.5054
H -1.2257 2.3195 0.8211
H 0.6512 0.7851 3.3599
C -0.5304 -2.4208 -3.0920

## Properties
HOMO energy in eV: -7.9
HOMO-LUMO gap in Eh: 0.3249

Which structure is most stable? version one, by 37.4 kcal/mol over the runner-up.

Version one
Computed, not measured: 4 unconnected molecules or ions with the total composition C6H20O4, with the ωB97M-V functional and the def2-TZVPD basis.

Element x y z (Å)
H 18.7043 -3.1540 -18.2037
C 18.7989 -3.9862 -17.5062
O 18.2193 -5.1016 -18.2116
H 16.3486 -10.8473 -12.6308
O 16.2626 -9.4725 -16.7971
H 17.1238 -3.2622 -16.2778
H 17.5365 -12.2846 -20.5827
H 19.8580 -4.2434 -17.5247
H 18.7593 -3.0235 -15.6994
H 16.7913 -8.8589 -17.3072
H 18.0080 -4.5747 -15.4645
H 15.8118 -13.2564 -23.3771
C 15.6905 -10.7971 -9.4948
H 18.5880 -5.1005 -19.0979
H 15.1567 -11.6640 -21.4506
H 16.2959 -10.2894 -17.2949
H 15.3943 -10.0016 -8.8111
H 17.2226 -13.7064 -22.5163
H 16.5169 -11.3359 -9.0312
C 16.0116 -10.1910 -10.8407
C 18.0937 -3.7476 -16.1692
H 14.9110 -11.5513 -9.6033
H 15.1398 -9.7447 -11.3192
C 15.7526 -12.5757 -21.4086
H 16.8148 -9.4542 -10.8372
H 15.1607 -13.4682 -21.2057
O 16.4196 -11.1939 -11.7383
C 16.5490 -12.8645 -22.6763
O 16.6508 -12.5108 -20.2896
H 16.9716 -11.9636 -23.1211

## Properties
HOMO energy in eV: -9.9
HOMO-LUMO gap in Eh: 0.3869

Version two
Computed, not measured: a molecular structure, C6H20O4, with the ωB97M-V functional and the def2-TZVPD basis.

Element x y z (Å)
H -1.9975 -11.9908 14.9095
C -4.6581 -12.8372 12.5009
H 1.3824 -14.6707 8.1259
C -4.2507 -13.6403 11.2804
H 0.1121 -11.0549 12.8409
H -3.9606 -12.6549 13.3185
H 0.5148 -13.7707 10.2689
H -1.6146 -11.7997 11.7604
H -2.3573 -13.3036 11.8982
O -1.5122 -14.2517 9.9023
H -6.1012 -14.3628 11.0610
H -2.1936 -14.2185 9.2269
H -5.5197 -13.3765 12.8946
H -0.2337 -14.7501 7.4821
H -3.7453 -14.5728 11.5317
H 0.2764 -15.8816 8.7912
O -1.4518 -13.0489 11.7208
H -0.2064 -12.8866 8.9140
O -5.4572 -13.8658 10.5514
C -0.1978 -13.8375 9.4468
C -1.1667 -12.2896 14.2702
H -4.9953 -11.8143 12.3335
C -0.8716 -11.1009 13.3080
C 0.3455 -14.8674 8.3980
O -1.8696 -11.0778 12.3395
H -0.3803 -12.4432 15.0091
H -1.2868 -13.3546 10.8289
H -0.8463 -10.1454 13.8320
H -1.3738 -13.2120 13.7275
H -3.7091 -12.9544 10.6290

## Properties
HOMO energy in eV: -8.6
HOMO-LUMO gap in Eh: 0.3345

Which structure is most stable? version one, by 55.7 kcal/mol over the runner-up.

Version one
Computed, not measured: a single C3H5NSSi molecule, with the ωB97M-V functional and the def2-TZVPD basis.

Element x y z (Å)
Si 1.9725 0.0635 -0.0157
H 1.9949 -1.3630 0.4752
H -2.8749 -1.7989 -0.2970
S -2.4435 0.6742 0.1410
H -0.8747 2.4035 0.1917
N -0.7591 -1.5380 -0.2520
C -0.8250 1.2984 0.2638
H 2.9049 0.7361 0.7868
C -1.9188 -1.2214 -0.1560
C 0.2854 0.6622 0.1793
H 2.5382 0.0835 -1.3172

## Properties
HOMO energy (alpha / beta) in eV: -8.6 / -8.6
HOMO-LUMO gap (alpha / beta) in Eh: 0.2649 / 0.2648

Version two
Computed, not measured: a single C3H5NSSi molecule, with the ωB97M-V functional and the def2-TZVPD basis.

Element x y z (Å)
C -0.8575 -0.6187 -0.0908
H -1.4375 2.2002 -0.2386
H 1.8480 -2.2943 0.0512
C 1.4557 -1.3400 0.0906
H -2.9841 0.6148 -0.8721
H -2.8401 0.6139 1.2907
N 0.1269 -1.2839 0.0193
H 3.1693 -0.1479 0.0200
C 2.1238 -0.0793 -0.0489
Si -1.9593 0.9308 0.0264
S 1.3548 1.4043 -0.2479

## Properties
HOMO energy in eV: -8.0
HOMO-LUMO gap in Eh: 0.2754

Which structure is most stable? version two, by 33.6 kcal/mol over the runner-up.

Version one
Computed, not measured: 2 unconnected molecules or ions with the total composition C5H14N4, with the ωB97M-V functional and the def2-TZVPD basis.

Element x y z (Å)
H -0.1103 2.0054 -0.5787
H 1.5292 -1.1373 1.3587
H 2.5658 -2.1956 -0.4780
C -2.6017 1.3852 1.4642
N -0.1609 1.7554 1.7527
H -0.4501 1.7270 2.7295
H 0.6017 0.3349 1.2559
H -0.6679 0.2311 -1.0749
H -2.8438 2.0746 2.2760
C -1.2046 1.6521 0.9426
H -0.2744 -2.3818 -2.6570
C 2.5216 -1.1527 -0.8136
H 3.3196 -0.5924 -0.3202
N 1.2586 -0.4926 -0.4935
C -0.2097 -1.9067 -1.6874
H -3.3402 1.4987 0.6732
H -2.6611 0.3703 1.8665
H 2.6807 -1.1255 -1.8898
H 0.4785 -0.0538 -2.4242
N -1.0636 1.6938 -0.3822
C 0.1393 -0.5596 -1.5201
N 0.8586 -0.6107 0.8098
H -0.3652 -2.5199 -0.8095

## Properties
HOMO energy (alpha / beta) in eV: -7.2 / -7.8
HOMO-LUMO gap (alpha / beta) in Eh: 0.2021 / 0.2663

Version two
Computed, not measured: a single C5H14N4 molecule, with the ωB97M-V functional and the def2-TZVPD basis.

Element x y z (Å)
C 0.3242 1.8374 0.8556
H 1.5312 1.9362 -1.5717
H -0.6044 1.9066 1.4306
H -1.0007 0.3416 -1.8025
H -1.1707 0.1495 2.2909
H -1.9125 -1.8095 -0.8884
H 1.1368 1.6256 1.5592
H 0.4973 2.8317 0.4253
H 1.5002 0.2178 -1.9745
N -1.6894 -1.9869 0.0796
C 1.4937 0.9281 -1.1402
C 1.0966 -1.6186 -0.0227
H 2.4196 0.7874 -0.5717
H 0.9181 -2.5396 0.5448
H 2.1295 -1.3199 0.1834
C -1.1639 -0.9462 0.7654
N 0.1548 -0.5789 0.3828
C 0.2561 0.7538 -0.2369
N -1.7557 -0.5528 1.8357
H -1.7495 1.2037 -0.5184
H 1.0121 -1.8578 -1.0897
H -2.5086 -2.3632 0.5471
N -0.9150 1.0539 -1.0839

## Properties
HOMO energy in eV: -8.4
HOMO-LUMO gap in Eh: 0.3388

Which structure is most stable? version two, by 120.8 kcal/mol over the runner-up.